[1]
Formula: H20O10Xe
Source: the OMol25 dataset
Level of theory: wB97M-V/def2-TZVPD

Last column: Mulliken charge in e.
CARTESIAN COORDINATES (ANGSTROEM)
Xe: 0.39 0.23 0.18  -0.01
O: 1.92 -2.00 -2.56  -0.66
H: 2.32 -1.27 -3.04  0.32
H: 2.48 -2.11 -1.79  0.36
O: -0.66 -2.75 -1.61  -0.67
H: -0.84 -3.45 -2.24  0.31
H: 0.21 -2.44 -1.84  0.33
O: 3.48 -2.61 -0.20  -0.67
H: 2.91 -2.65 0.57  0.31
H: 4.18 -2.01 0.06  0.32
O: -1.00 3.44 0.69  -0.63
H: -1.51 2.79 1.17  0.30
H: -1.59 4.19 0.60  0.29
O: 2.68 -0.50 3.60  -0.62
H: 1.87 -0.25 3.16  0.29
H: 3.36 0.04 3.19  0.32
O: -2.86 1.11 1.56  -0.64
H: -2.95 1.06 0.61  0.33
H: -2.60 0.23 1.82  0.32
O: 1.71 4.21 0.68  -0.62
H: 0.87 3.75 0.70  0.34
H: 2.00 4.22 1.59  0.31
O: -0.40 3.17 -2.27  -0.61
H: -0.70 2.45 -2.81  0.32
H: -0.80 3.01 -1.41  0.31
O: -1.94 -1.69 1.80  -0.58
H: -1.30 -2.38 1.62  0.29
H: -2.76 -2.16 1.96  0.28
O: -2.97 -1.56 -1.75  -0.64
H: -3.44 -2.20 -2.29  0.26
H: -2.07 -1.88 -1.73  0.46

- molecular weight (g/mol) = 311.4
- LUMO (eV) = -0.061
- net charge = 0
- energy above the lowest of the compared OMol25 structures with the same formula, charge and spin (eV) = 0.4605
- maximum force (eV/A) = 1.2
- E_HOMO (eV) = -10.72

***

[2]
Formula: H21O10
Source: the OMol25 dataset
Level of theory: wB97M-V/def2-TZVPD

Last column: Mulliken charge in e.
CARTESIAN COORDINATES (ANGSTROEM)
O: -1.49 3.33 1.52  -0.64
H: 1.33 -2.06 3.39  0.36
H: 1.69 1.37 2.24  0.27
O: 0.43 -0.40 -0.56  -0.48
H: -1.96 2.07 2.92  0.35
H: 0.86 -0.59 0.28  0.36
O: 1.50 0.55 1.77  -0.58
H: -1.40 -0.68 -4.17  0.33
H: 2.79 -0.83 -2.67  0.32
O: -0.59 -3.82 0.06  -0.66
H: -1.31 -4.25 0.53  0.31
H: -1.07 2.93 0.74  0.37
O: 0.39 -2.07 3.15  -0.64
H: 1.06 0.20 -1.02  0.38
H: 0.18 -4.30 -0.20  0.31
O: 0.09 3.57 -0.51  -0.66
H: -0.76 3.41 -0.96  0.31
H: -0.07 -1.14 -1.39  0.50
O: -1.81 1.16 3.21  -0.63
H: 2.84 0.64 -2.08  0.33
H: -1.49 1.08 4.11  0.30
O: 2.35 0.01 -2.61  -0.68
H: 0.53 -1.98 2.21  0.23
H: -0.67 3.42 2.02  0.30
O: -0.79 -1.95 -1.87  -0.46
H: 0.38 4.10 -1.27  0.29
O: -1.24 0.16 -3.76  -0.64
H: -0.42 0.60 -3.96  0.32
H: -1.64 -1.73 -2.28  0.38
H: 1.13 -0.09 2.40  0.33
H: -0.83 -2.69 -1.21  0.40

- molecular weight (g/mol) = 181.2
- LUMO (eV) = -3.203
- net charge = +1
- energy above the lowest of the compared OMol25 structures with the same formula, charge and spin (eV) = 2.2435
- maximum force (eV/A) = 2.3
- E_HOMO (eV) = -13.04

***

[3]
Formula: H21O11
Source: the OMol25 dataset
Level of theory: wB97M-V/def2-TZVPD

Last column: Mulliken charge in e.
CARTESIAN COORDINATES (ANGSTROEM)
O: 3.67 -0.66 1.51  -0.66
H: 2.79 -0.19 1.54  0.41
H: 4.19 0.14 1.70  0.30
O: 1.32 1.15 -2.42  -0.67
H: 1.51 2.02 -2.05  0.31
H: 1.04 0.77 -1.55  0.45
O: -1.44 -2.29 -3.24  -0.65
H: -1.09 -3.75 2.38  0.30
H: -0.04 -2.37 -0.58  0.46
O: -0.60 -0.79 -0.59  -1.16
H: -0.68 -0.97 -1.55  0.30
H: -1.58 3.46 1.44  0.38
O: 3.02 1.92 1.48  -0.70
H: -1.49 0.29 -0.81  0.39
H: 1.34 -0.43 -0.17  0.26
O: 0.53 -3.08 -0.13  -0.69
H: 1.16 -2.70 0.49  0.24
H: 0.53 0.73 0.53  0.31
O: 1.38 0.52 0.14  -0.69
H: -1.90 -2.58 -2.44  0.33
O: -1.61 -4.17 1.65  -0.64
H: -1.08 -3.06 -3.69  0.30
H: -0.88 -4.37 1.03  0.33
O: -3.63 2.85 0.63  -0.70
H: -3.20 2.15 1.19  0.30
H: -3.65 2.45 -0.29  0.33
O: -1.97 1.23 -1.22  -0.70
H: 2.10 2.10 1.28  0.32
H: -1.21 1.46 -1.79  0.27
O: -0.99 3.57 2.18  -0.64
H: 3.44 1.81 0.62  0.34
H: -1.02 2.77 2.72  0.29

- molecular weight (g/mol) = 197.2
- LUMO (eV) = 2.914
- net charge = -1
- energy above the lowest of the compared OMol25 structures with the same formula, charge and spin (eV) = 2.3812
- maximum force (eV/A) = 1.9
- E_HOMO (eV) = -5.76

***

[4]
Formula: H21O11
Source: the OMol25 dataset
Level of theory: wB97M-V/def2-TZVPD

Last column: Mulliken charge in e.
CARTESIAN COORDINATES (ANGSTROEM)
O: 0.41 -0.16 -0.02  -2.32
H: -0.56 -0.07 0.09  -1.08
O: -1.09 -0.63 1.28  -0.63
H: -0.47 -0.48 0.56  -0.65
H: -0.85 0.01 1.95  0.84
O: -0.39 0.21 -2.12  -0.90
H: -0.01 0.03 -1.26  0.81
H: -1.13 0.78 -1.94  0.49
O: 1.07 1.61 -0.90  -0.62
H: 0.62 0.97 -0.35  0.23
H: 0.69 2.45 -0.66  0.25
O: -1.92 0.87 0.28  -0.50
H: -1.64 0.01 0.60  1.03
H: -2.53 1.19 0.94  0.34
O: -1.57 -1.59 -0.21  -0.73
H: -1.31 -1.25 -1.06  0.57
H: -0.79 -1.53 0.33  0.56
O: 0.64 1.03 1.37  -0.80
H: 0.12 1.78 1.10  0.52
H: 0.60 0.43 0.63  1.45
O: 1.73 -0.97 1.21  -0.79
H: 1.13 -0.59 0.57  -0.21
H: 1.46 -0.59 2.04  0.39
O: -1.42 1.65 -1.31  -0.85
H: -1.42 2.57 -1.05  0.25
H: -1.62 1.17 -0.51  0.26
O: 0.53 -2.10 -0.70  -0.80
H: 0.33 -1.23 -0.35  1.17
H: 1.12 -2.48 -0.05  0.50
O: 2.91 -0.77 -0.40  -0.70
H: 1.99 -0.82 -0.15  0.65
H: 3.34 -1.48 0.09  0.26

- molecular weight (g/mol) = 197.2
- LUMO (eV) = 2.565
- net charge = -1
- energy above the lowest of the compared OMol25 structures with the same formula, charge and spin (eV) = 40.8756
- maximum force (eV/A) = 19.1
- E_HOMO (eV) = -4.49

***

[5]
Formula: H21O11
Source: the OMol25 dataset
Level of theory: wB97M-V/def2-TZVPD

Last column: Löwdin spin population.
CARTESIAN COORDINATES (ANGSTROEM)
O: 0.32 3.37 -1.93  0.00
H: 0.39 3.52 -0.97  0.00
H: 0.64 0.13 -1.20  0.00
O: -0.29 0.44 -1.25  0.09
H: -1.29 -1.83 0.88  0.00
H: -1.32 -0.28 -2.67  0.00
O: 2.61 0.62 -3.76  0.00
H: -2.01 -3.13 0.64  0.00
H: -1.04 0.74 3.70  0.00
O: 3.06 -0.84 0.80  0.00
H: -1.17 1.22 2.43  0.00
H: -0.33 0.28 -0.20  0.00
O: -2.39 3.27 0.98  0.00
H: 0.38 -0.69 3.78  0.00
H: -0.58 2.97 -1.94  0.00
O: -1.44 1.56 3.31  0.02
H: -0.93 -1.33 4.10  0.00
H: -1.51 -1.83 -3.07  0.00
O: -1.62 -0.88 -3.36  0.00
H: 2.35 1.10 -2.95  0.00
O: -1.14 -2.71 0.49  0.01
H: 2.10 1.06 -4.45  0.00
H: 1.66 -3.40 -2.50  0.00
O: 1.81 -3.57 -1.57  0.00
H: 1.01 -3.43 -1.07  0.00
H: 0.63 0.29 1.57  0.02
O: -0.24 -0.76 4.51  0.00
H: -3.20 3.61 1.35  0.00
H: 2.86 -0.43 1.67  0.00
O: -0.29 0.28 1.27  0.86
H: -2.39 2.42 0.55  0.00
H: 3.35 -1.75 0.85  0.00

- molecular weight (g/mol) = 197.2
- LUMO (alpha / beta) (eV) = -0.913 / -5.349
- net charge = 0
- multiplicity = 2
- energy above the lowest of the compared OMol25 structures with the same formula, charge and spin (eV) = 0.7987
- maximum force (eV/A) = 3.7
- E_HOMO (alpha / beta) (eV) = -10.95 / -10.94

***

[6]
Formula: H22NO14Zn
Source: the OMol25 dataset
Level of theory: wB97M-V/def2-TZVPD

Last column: Mulliken charge in e.
CARTESIAN COORDINATES (ANGSTROEM)
Zn: -1.35 -2.64 -1.73  0.82
N: -0.23 0.12 -0.15  0.61
O: 0.98 0.37 -0.12  -0.47
O: -0.98 0.53 0.76  -0.67
O: -0.59 -0.80 -0.94  -0.16
O: 3.42 1.04 0.83  -0.72
H: 3.93 1.86 0.62  0.35
H: 2.61 1.02 0.35  0.49
O: -0.54 -1.89 -3.61  -0.42
H: -0.32 -2.34 -4.40  0.28
H: -0.96 -1.05 -3.96  0.35
O: 3.79 -1.27 -0.54  -0.63
H: 4.26 -0.54 -0.11  0.37
H: 2.95 -1.27 -0.06  0.26
O: -2.94 -0.39 2.18  -0.57
H: -2.83 -1.13 2.73  0.32
H: -2.08 -0.31 1.77  0.31
O: 1.62 0.22 -3.18  -0.68
H: 1.80 1.10 -2.88  0.33
H: 1.30 -0.12 -2.35  0.31
O: -3.49 2.54 0.14  -0.59
H: -2.99 2.80 0.98  0.33
H: -3.10 1.72 -0.18  0.28
O: -2.28 -2.71 0.14  -0.38
H: -3.09 -2.27 0.38  0.35
H: -1.85 -2.68 1.00  0.29
O: -0.54 -0.56 3.64  -0.61
H: -0.75 0.39 3.59  0.33
H: -0.86 -0.85 4.50  0.30
O: 0.49 -3.39 -1.06  -0.54
H: 0.51 -4.30 -0.75  0.37
H: 1.24 -3.15 -1.60  0.36
O: 1.97 3.54 -0.21  -0.58
H: 1.40 2.84 0.03  0.29
H: 1.85 4.22 0.41  0.28
O: -0.82 3.23 0.88  -0.62
H: -0.88 2.34 1.28  0.30
H: -0.64 3.77 1.64  0.35

- molecular weight (g/mol) = 325.6
- LUMO (eV) = -6.623
- net charge = +1
- maximum force (eV/A) = 3.5
- E_HOMO (eV) = -12.71

***

[7]
Formula: H22NO9
Source: the OMol25 dataset
Level of theory: wB97M-V/def2-TZVPD

Last column: Mulliken charge in e.
CARTESIAN COORDINATES (ANGSTROEM)
N: -0.02 5.62 -9.93  0.02
H: 0.55 4.91 -10.30  0.29
H: -0.89 5.48 -10.29  0.43
H: 0.27 6.56 -10.21  0.03
H: -0.11 5.64 -8.91  0.19
O: 0.71 6.45 -12.76  -0.56
H: -0.08 6.36 -13.31  0.31
H: 0.62 7.26 -12.27  0.32
O: -2.51 4.02 -10.62  -0.64
H: -2.22 3.22 -11.10  0.33
H: -3.05 3.57 -9.99  0.31
O: -1.91 7.59 -8.90  -0.61
H: -2.15 7.93 -9.77  0.30
H: -1.50 8.29 -8.41  0.30
O: -0.07 2.09 -10.16  -0.58
H: 0.85 1.85 -9.93  0.28
H: -0.39 2.43 -9.34  0.31
O: 2.88 4.95 -11.42  -0.63
H: 2.41 4.73 -12.21  0.30
H: 3.24 5.85 -11.47  0.31
O: 1.12 9.05 -11.46  -0.63
H: 0.32 9.25 -10.99  0.31
H: 1.24 9.74 -12.09  0.29
O: 1.20 7.73 -8.26  -0.55
H: 2.17 7.69 -8.36  0.28
H: 0.99 7.86 -7.32  0.29
O: -1.04 5.23 -6.21  -0.60
H: -1.78 5.81 -6.08  0.31
H: -1.24 4.68 -6.93  0.28
O: 1.80 4.18 -8.21  -0.59
H: 1.85 3.22 -8.39  0.26
H: 1.50 4.25 -7.29  0.33

- molecular weight (g/mol) = 180.2
- LUMO (eV) = -3.123
- net charge = +1
- energy above the lowest of the compared OMol25 structures with the same formula, charge and spin (eV) = 2.1324
- maximum force (eV/A) = 3.8
- E_HOMO (eV) = -14.20

***

- Look up the maximum force of the fifth one.
  3.7 eV/A